Entry 1:
72
Properties=species:S:1:pos:R:3:forces:R:3:mulliken_charge:R:1 method="wB97M-V/def2-TZVPD" smiles=CO.CO.CO.CO.CO.CO.CO.CO.CO.CO.CO.CO relative_energy_kj_mol=685.79
C -24.8991 1.7270 0.9073 1.337 0.947 -1.365 0.3551
O -25.4937 1.4389 2.0778 -1.673 -0.981 3.069 -0.1862
H -25.7117 2.0372 0.2502 0.564 -0.167 -0.765 -0.3115
H -24.1963 2.5413 1.0835 0.034 0.370 -0.602 0.3191
H -24.2778 0.8864 0.5986 -0.240 -0.141 -0.832 -0.2539
H -24.9309 1.7604 2.7860 0.280 -0.049 0.593 0.0943
C -22.5050 5.4196 1.5151 -0.574 -0.345 -0.727 -0.3218
O -22.1184 6.7658 1.4142 0.062 0.462 0.239 -0.5665
H -23.2846 5.2680 2.2618 0.311 -0.158 0.603 0.1261
H -23.0376 5.1569 0.6011 0.338 -0.021 -0.312 0.1760
H -21.6243 4.7872 1.6269 -0.267 -0.311 0.275 0.2640
H -21.6871 6.9592 2.2498 0.120 0.350 -0.054 0.3217
C -24.7934 3.5926 4.7552 1.440 -0.948 1.143 -0.4157
O -23.9621 2.6143 4.0475 -0.994 0.681 -0.034 -0.3618
H -25.8456 3.3968 4.5486 0.314 0.365 -0.467 -0.1602
H -24.6636 3.4290 5.8250 -0.244 -0.365 0.199 0.3609
H -24.4033 4.6067 4.6684 -0.468 0.107 -0.923 0.2988
H -23.1200 2.4870 4.4904 -0.040 0.212 0.112 0.2099
C -21.0798 1.8469 1.4937 0.381 1.157 0.698 0.2211
O -20.5685 2.4148 2.7272 -0.409 -0.200 -0.172 -0.5576
H -21.5663 2.6483 0.9376 -0.291 -0.167 -0.060 -0.0654
H -20.2209 1.5425 0.8956 -0.294 -0.666 0.023 0.3174
H -21.7994 1.0931 1.8132 0.201 -0.325 -0.910 -0.2668
H -20.9724 1.8436 3.3847 0.462 0.046 0.394 0.2832
C -25.8817 -2.0166 1.8030 -0.857 -0.232 -1.194 -0.1186
O -25.1771 -3.1626 1.3852 0.490 -0.747 0.153 -0.4892
H -26.2877 -1.5823 0.8894 0.301 0.584 -0.063 -0.1021
H -26.8059 -2.3491 2.2757 0.220 0.511 0.941 0.4777
H -25.2277 -1.3012 2.3014 -0.458 -0.044 0.366 -0.0360
H -25.4523 -3.8918 1.9457 0.221 -0.058 -0.064 0.2715
C -27.7212 1.4245 5.7125 -0.020 0.995 0.337 -0.1140
O -27.5177 1.9716 7.0282 0.628 -0.303 -0.035 -0.5544
H -28.3614 2.0854 5.1281 -0.817 -0.617 0.121 0.2023
H -26.8480 1.4348 5.0602 0.696 -0.211 0.518 -0.1310
H -28.0300 0.3929 5.8811 -0.397 0.212 -0.494 0.3244
H -27.8825 2.8510 7.1513 -0.082 -0.109 -0.474 0.3069
C -27.8488 3.3884 -1.9835 -0.412 0.134 0.638 -0.5071
O -28.8253 4.4327 -2.1842 0.726 -0.835 -0.314 -0.5493
H -27.5894 2.7604 -2.8359 -0.270 0.344 -0.586 0.2603
H -26.9162 3.8184 -1.6182 -0.159 0.123 0.102 0.2194
H -28.2730 2.7078 -1.2454 0.380 -0.084 0.325 0.2664
H -29.6579 3.9653 -2.0848 -0.264 0.358 -0.121 0.3280
C -23.7831 1.3988 -2.4049 -0.459 0.004 -0.645 -0.3265
O -23.1568 2.3339 -1.5375 0.090 -0.471 0.199 -0.4121
H -24.1288 0.4644 -1.9629 0.215 0.354 0.796 -0.1412
H -24.6700 1.8822 -2.8145 -0.108 -0.253 -0.360 0.2436
H -23.1153 1.0764 -3.2038 0.083 0.189 -0.223 0.3716
H -23.0153 3.0950 -2.1053 0.196 0.217 0.240 0.2788
C -28.0256 3.7529 2.3951 -0.127 -1.352 0.004 -0.4986
O -28.0396 2.2805 2.4712 -0.998 2.134 0.243 -0.5796
H -27.4113 4.1644 3.1960 0.384 0.095 -0.219 0.1730
H -27.6854 4.0199 1.3945 0.220 0.394 0.142 0.1793
H -29.0009 4.2136 2.5518 -0.282 -0.604 -0.120 0.3246
H -27.1077 2.0672 2.3829 0.566 -0.657 -0.164 0.4949
C -27.0209 -0.1226 -1.6469 -0.006 -1.569 -0.004 -0.0048
O -26.6782 -0.0974 -3.0131 0.211 0.314 -0.472 -0.5361
H -26.9897 0.8574 -1.1708 -0.159 -0.250 0.132 -0.0323
H -27.9331 -0.7068 -1.5263 -0.790 0.787 0.183 0.5315
H -26.3635 -0.8585 -1.1840 0.755 0.609 0.195 -0.2462
H -27.4028 0.3062 -3.4966 0.001 0.006 -0.094 0.2904
C -22.8271 -0.8390 3.6990 0.237 -0.804 -0.802 -0.2724
O -21.4314 -0.6831 3.9475 -0.213 0.847 -0.103 -0.5085
H -23.5129 -0.2526 4.3104 0.230 -0.141 0.503 0.2295
H -23.0401 -0.5429 2.6719 0.356 0.278 -0.111 -0.1922
H -23.0413 -1.9075 3.6748 -0.486 -0.013 0.446 0.4447
H -21.1556 -1.1972 4.7099 -0.224 -0.038 0.031 0.2952
C -23.4863 -2.5548 -1.2085 0.918 0.089 0.959 -0.2466
O -22.2032 -3.2154 -1.0356 -0.559 0.395 -0.277 -0.5484
H -23.4512 -1.7215 -0.5066 -0.059 0.079 0.135 -0.0324
H -23.6580 -2.0836 -2.1763 0.070 -0.531 -0.283 0.3233
H -24.2837 -3.2026 -0.8444 -0.070 -0.025 -0.513 0.1706
H -21.8721 -3.5760 -1.8614 -0.271 0.042 -0.100 0.2920



Entry 2:
26
Properties=species:S:1:pos:R:3:forces:R:3:mulliken_charge:R:1 method="wB97M-V/def2-TZVPD" charge=-1 relative_energy_kj_mol=0.00
F -1.3676 3.5816 2.1493 0.612 -0.293 -0.156 -0.3019
C -0.2063 2.9042 2.0370 -0.670 -0.790 -0.061 0.2714
C -0.2030 1.5580 1.8825 -2.007 0.326 1.022 0.6087
F -1.3577 0.8734 2.0383 1.062 0.692 -0.083 -0.3207
C 1.0238 0.7444 1.9206 -0.527 -2.531 -1.033 0.4775
O 1.0053 -0.4831 1.8112 0.360 2.313 0.793 -0.5703
C 2.2444 1.5347 2.0430 1.645 0.904 -0.036 0.1060
F 3.4073 0.8508 2.0865 -0.848 0.524 -0.024 -0.2793
C 2.2437 2.8881 2.0764 1.472 -1.287 0.375 0.3670
F 3.4010 3.5585 2.2053 -0.584 -0.296 -0.198 -0.2874
C 1.0232 3.6876 2.0895 -0.885 2.161 -0.196 0.4129
O 1.0338 4.9244 2.1453 0.174 -2.048 0.017 -0.5949
O -0.2874 0.8956 -0.3001 -0.079 0.460 -0.550 -0.7315
C -0.5739 -0.1552 -0.9275 -0.224 -1.082 -0.729 0.0736
C 0.3637 -0.7449 -1.8879 -0.381 0.355 0.636 -0.4074
C 0.1694 -1.9861 -2.4283 -0.535 -0.130 0.142 -0.2767
C -1.0159 -2.7066 -2.1294 0.067 0.253 0.213 0.0046
N -1.1584 -4.0494 -2.5757 -0.009 -0.620 -0.298 0.9118
O -2.1998 -4.6739 -2.2735 1.234 0.487 -0.494 -0.6559
O -0.2275 -4.5565 -3.2441 -1.242 0.354 0.729 -0.6583
C -2.0372 -2.1172 -1.3394 0.485 -0.069 -0.309 -0.2841
C -1.8478 -0.8778 -0.7888 0.746 0.557 0.082 -0.4227
H 1.2513 -0.1558 -2.1148 -0.102 -0.191 0.079 0.3787
H 0.9083 -2.4284 -3.0884 -0.142 -0.003 0.111 0.4008
H -2.9621 -2.6662 -1.1841 0.207 0.082 -0.031 0.4002
H -2.6306 -0.4004 -0.2030 0.169 -0.126 -0.003 0.3779



Entry 3:
29
Properties=species:S:1:pos:R:3:forces:R:3:mulliken_charge:R:1 method="wB97M-V/def2-TZVPD" charge=-2 relative_energy_kj_mol=0.00
Pd 1.1960 -1.8437 0.2163 0.112 -0.030 -0.152 -0.0646
O 4.4992 -1.0077 -5.8069 0.227 0.163 0.114 -0.6333
C 3.9613 -1.1103 -4.7237 -0.436 -0.334 -0.280 0.5122
S 2.6955 -0.0310 -4.1434 0.096 0.102 0.064 -0.2129
C 2.3481 -0.8675 -2.6359 0.028 -0.082 0.036 0.0893
C 3.0489 -1.9854 -2.3992 -0.074 0.057 0.037 0.3064
S 2.8590 -2.9669 -0.9729 0.012 0.000 0.005 -0.4495
S 4.2163 -2.4645 -3.6231 0.117 0.065 0.074 -0.2154
S 1.1285 -0.2167 -1.5736 -0.088 -0.154 0.391 -0.3367
O -1.5878 -3.6261 6.2773 0.011 0.006 0.009 -0.6332
C -1.0987 -3.3032 5.2147 -0.026 -0.021 -0.006 0.5143
S 0.1348 -4.2395 4.3706 0.010 -0.006 0.010 -0.2168
C 0.3115 -3.1780 2.9811 -0.016 0.064 -0.052 0.3134
C -0.4553 -2.0795 2.9566 0.052 -0.057 -0.021 0.0966
S -0.4332 -0.8907 1.6819 0.112 0.043 -0.270 -0.3354
S -1.5393 -1.8495 4.3219 -0.001 0.013 0.010 -0.2125
S 1.4428 -3.5908 1.7227 0.008 -0.047 0.050 -0.4534
N -3.7344 5.8133 -0.6386 -0.006 0.008 -0.001 -0.5254
C -3.1172 4.8490 -0.5324 0.024 -0.035 0.004 -0.0046
C -2.3437 3.6403 -0.3992 -0.023 0.049 -0.003 0.6947
C -0.9794 3.7050 -0.1417 0.032 0.005 -0.001 -0.5900
C -0.2833 2.5097 -0.0298 0.007 -0.001 -0.027 -0.3153
N -0.8601 1.3221 -0.1439 -0.170 0.232 -0.026 -0.1476
C -2.1625 1.2684 -0.3831 0.002 0.002 0.030 -0.3155
C -2.9550 2.3988 -0.5272 -0.015 -0.038 0.003 -0.5890
H -0.4781 4.6575 -0.0395 0.001 -0.001 0.005 0.4166
H 0.7862 2.4951 0.1481 0.004 0.001 -0.003 0.4459
H -2.5854 0.2723 -0.4509 -0.001 -0.002 0.004 0.4450
H -4.0147 2.3195 -0.7262 0.002 -0.003 -0.004 0.4168



Entry 4:
Here is a cluster of 13 separate species, C12H50N6O13 in total from the Open Molecules 2025 dataset. Energies are from wB97M-V/def2-TZVPD.

```
81
Properties=species:S:1:pos:R:3:forces:R:3:mulliken_charge:R:1
O -2.2878 -4.6953 -0.0287 0.178 -0.199 0.217 -0.5720
H -2.6925 -5.4619 0.3883 -0.032 0.023 -0.036 0.2578
H -1.3426 -4.8105 0.1201 -0.023 0.033 0.004 0.2564
O -0.6733 1.3810 3.8937 0.199 0.013 0.288 -0.5813
H -1.3116 1.9414 3.4090 -0.024 -0.348 -0.017 0.4132
H -1.2271 0.8129 4.4365 -0.030 0.011 -0.021 0.2535
O -0.1716 3.7960 1.0778 0.089 -0.016 -0.422 -0.6775
H -0.6014 3.0445 1.5053 -0.131 0.058 -0.040 0.2984
H 0.7426 3.5082 0.9221 -0.015 0.027 0.396 0.3859
O 1.1472 -1.9927 2.3957 -0.164 0.084 -0.038 -0.6457
H 1.4128 -1.9507 3.3197 -0.009 -0.057 -0.018 0.3211
H 0.4461 -1.3310 2.3142 0.018 0.005 0.226 0.1938
O -4.7033 -2.5847 0.0005 -0.136 0.119 0.071 -0.5718
H -4.5556 -1.6766 0.2890 -0.019 0.021 -0.117 0.3029
H -5.1488 -3.0053 0.7419 0.032 0.007 -0.005 0.2671
O -2.1381 -2.9048 -2.1673 0.081 0.038 -0.184 -0.6755
H -1.6458 -2.9405 -1.3303 -0.243 -0.036 -0.167 0.4578
H -1.7222 -2.1963 -2.6641 0.031 0.035 0.069 0.2857
O -0.7786 0.8447 -3.8722 0.737 -0.253 -0.247 -0.6805
H 0.0764 1.3161 -3.9172 -0.103 0.194 -0.115 0.2288
H -0.6369 0.0339 -4.3732 -0.063 0.059 0.006 0.2360
C 0.7470 3.8119 -2.8856 -0.436 -2.319 -1.695 0.6391
O 1.2618 3.1697 -3.8135 0.600 0.487 0.612 -0.7350
N -0.5790 3.5938 -2.6467 0.705 2.464 1.497 -0.2794
N 1.4043 4.6669 -2.0733 0.321 0.362 -0.028 -0.3699
H -1.0068 2.7284 -2.8768 0.043 -0.115 -0.047 0.2171
H -0.8438 4.1342 -1.8336 -0.988 -0.750 0.080 0.2228
H 2.3483 4.9058 -2.3166 -0.027 -0.038 -0.073 0.2291
H 0.9898 5.1160 -1.2765 -0.142 -0.074 -0.015 0.1801
C -3.8945 0.8669 -2.1256 -1.380 -0.036 0.478 0.5518
O -4.6274 1.0247 -1.1443 0.021 -0.182 -0.102 -0.7347
N -3.9810 -0.1753 -2.9824 0.126 -0.566 -0.403 -0.2640
N -2.9896 1.7949 -2.4791 0.403 -0.108 -0.466 -0.3423
H -4.6990 -0.8753 -2.9443 0.033 0.004 0.585 0.2181
H -3.3950 -0.2051 -3.7956 -0.036 0.133 -0.048 0.1308
H -3.0568 2.6202 -1.9112 0.666 0.058 -0.080 0.1482
H -2.1952 1.4481 -3.0328 -0.485 0.804 0.388 0.2329
C -3.4247 3.0845 2.1681 0.103 0.131 0.411 0.6303
O -2.5479 2.2270 2.2570 -0.076 0.168 -0.238 -0.6477
N -3.5598 4.1108 3.0547 -0.355 0.492 0.237 -0.4018
N -4.3446 3.1271 1.1853 -0.305 0.194 -0.421 -0.3843
H -4.1309 4.8942 2.7965 -0.026 -0.002 0.051 0.1630
H -3.1311 4.1598 3.9595 0.354 -0.363 -0.167 0.2126
H -4.3125 2.4983 0.4050 0.096 -0.713 -0.243 0.1940
H -5.2278 3.5738 1.3469 0.033 0.110 0.016 0.1759
C -1.2400 0.0003 0.0160 0.141 0.369 -2.008 0.3318
C -0.1645 -0.7789 -0.7080 1.087 -1.098 1.592 0.7428
C 1.2641 -0.3001 -0.5663 -0.035 0.643 -1.091 -1.2295
O -0.1909 -2.1569 -0.2188 0.416 0.355 -0.190 -0.3318
H -2.0793 -0.6835 0.1235 -0.160 0.287 0.421 0.1051
H -1.4887 0.7154 -0.7750 -0.563 0.470 0.590 -0.1471
H -0.9474 0.5650 0.8981 0.012 -0.393 0.239 -0.0683
H -0.2694 -0.7874 -1.7923 -0.831 -0.281 0.050 -0.1483
H 1.8124 -0.9474 -1.2544 0.520 -0.033 0.439 0.3509
H 1.6925 -0.2697 0.4332 -0.139 -0.235 0.013 0.1679
H 1.3314 0.6956 -1.0190 0.082 0.147 0.238 0.2830
H 0.4528 -2.1779 0.5100 -0.293 -0.400 -0.327 0.1989
C 4.5506 1.9118 2.2886 1.522 -0.248 -0.724 -1.6007
C 3.1477 1.8727 1.7538 0.662 0.760 0.018 0.7118
C 2.2183 1.1272 2.7229 -0.548 0.347 -2.155 -0.6831
O 2.6828 3.2182 1.5406 -1.323 0.585 0.947 -0.5652
H 5.2076 2.5097 1.6453 -0.236 0.378 0.047 0.4315
H 5.0515 0.9438 2.1877 -0.375 -0.250 0.378 0.3627
H 4.6745 2.2743 3.3079 -0.360 -0.021 0.034 0.3505
H 3.1443 1.5331 0.7130 0.072 -1.218 0.430 0.1391
H 1.2589 1.0993 2.1995 -0.308 0.161 0.497 -0.2140
H 2.0884 1.6111 3.6853 0.196 -0.032 0.005 0.4309
H 2.4878 0.0736 2.7581 0.438 0.120 0.382 0.3620
H 3.2677 3.7634 1.0111 0.443 -0.411 -0.015 0.2843
C 3.0181 -4.1295 -0.5216 0.656 -0.122 -0.060 -1.3839
C 4.0806 -5.2156 -0.6337 -1.508 -1.329 0.570 0.6351
C 3.8205 -6.3232 0.4233 0.536 0.054 0.020 -1.2314
O 4.0311 -5.8497 -1.9112 0.441 -0.067 -0.153 -0.5840
H 3.1591 -3.4558 -1.3697 0.002 0.520 0.386 0.3643
H 3.1593 -3.6779 0.4612 -0.159 0.570 -0.234 0.3597
H 1.9879 -4.4835 -0.5723 0.110 -0.390 -0.010 0.3403
H 5.0740 -4.8143 -0.4305 0.087 0.173 -0.418 0.2147
H 2.7675 -6.4384 0.6804 -0.051 0.148 -0.091 0.2752
H 4.3905 -6.1343 1.3358 -0.182 0.189 0.104 0.3257
H 4.1717 -7.2943 0.0731 0.042 0.104 -0.244 0.3617
H 3.3948 -5.4260 -2.4915 -0.013 0.191 0.138 0.3170
```
Forces are in eV/Å.



no.,total energy (a.u.)
1,-1388.5880
2,-1290.0262
3,-4033.2576
4,-1793.9426